(1)
Density functional theory data (ωB97M-V/def2-TZVPD) for an isolated molecule of C5H6N2.

XYZ file:
```
13
Properties=species:S:1:pos:R:3:forces:R:3
C 0.65207 1.26280 -1.54102 1.5813 0.2058 0.8954
C 0.17184 0.38464 -0.37175 0.1111 1.2844 -2.3564
C -0.86673 -0.42576 1.32449 -2.8351 0.4213 -0.2495
C 0.10060 -1.42851 0.93302 1.2373 -0.8425 -0.0349
C 0.74170 -0.92054 -0.12914 1.2443 -1.5823 0.3669
H -0.13796 1.56561 -2.20509 -0.4984 0.2636 0.0482
H 1.15966 2.17057 -1.08763 -0.7888 -0.8215 -0.5950
H 1.44393 0.79929 -2.19623 -0.8336 0.0415 0.9157
H -2.42370 0.25778 2.05630 -0.4712 0.5633 -0.0653
H 0.26308 -2.38687 1.41885 -0.1582 0.2993 -0.0867
H 1.56952 -1.38084 -0.70690 -0.7912 0.3951 0.4688
N -0.80956 0.67702 0.39156 0.4910 0.2953 0.8099
N -1.86446 -0.57519 2.11354 1.7116 -0.5233 -0.1171
```
Positions in Å, forces in eV/Å.

Summary:
* structure (SMILES): [H]/N=C1/C=CC(C)=N1



(2)
Density functional theory data (ωB97M-V/def2-TZVPD) for an isolated molecule of C5H6N2.

XYZ file:
```
13
Properties=species:S:1:pos:R:3:forces:R:3
C -0.47555 1.00210 1.32477 1.5560 -2.9536 -1.3078
C -0.36887 0.62353 -0.78639 -0.9676 -0.6172 -1.6834
C 0.25200 -0.56036 -0.24707 1.9991 -0.8922 1.1673
C -0.85844 0.79701 -1.99539 0.1832 -1.6739 -2.1384
C 0.09062 -0.42808 1.29360 -2.5436 1.0312 -2.5086
N -0.69150 1.49897 0.19473 -1.0619 2.7879 1.3303
N 0.98924 -1.29523 -0.96821 1.0538 -0.9668 0.4644
H -0.79515 1.30548 2.24085 -0.8110 1.9089 2.3172
H -1.42997 1.66147 -2.22132 -0.2707 0.7198 -0.1412
H -0.76932 0.01313 -2.80678 0.0859 1.0121 1.2155
H 0.98818 -0.53683 1.80057 1.3898 -0.6833 1.3221
H -0.80588 -0.99398 1.60276 0.8733 -0.5630 0.3139
H 1.62111 -1.98922 -0.47305 -1.4864 0.8900 -0.3512
```
Positions in Å, forces in eV/Å.

Summary:
* structure (SMILES): [H]/N=C1\CC=NC1=C



(3)
Density functional theory data (ωB97M-V/def2-TZVPD) for a cluster of 2 separate species, C5H6N2 in total.

XYZ file:
```
13
Properties=species:S:1:pos:R:3:forces:R:3
C -0.11895 -1.29007 -1.21802 -0.1582 -0.2333 0.2907
C 2.53647 0.89577 1.09276 -0.6891 0.3442 0.7999
C -1.34305 -0.07625 0.64530 -1.3224 1.0760 1.9346
C -0.91817 1.11839 -0.17757 0.8632 -0.8262 -0.1825
C -0.54302 -0.30146 -0.51645 0.9249 1.1085 -0.8014
N 0.39964 -2.31495 -1.61941 1.0319 -0.0732 0.2774
N 1.79297 1.27056 1.85967 -1.1184 0.5230 1.0155
H 3.24832 0.56693 0.45840 1.7927 -0.9128 -1.8019
H -0.05170 -3.01177 -2.17451 -0.5953 0.0231 -0.5749
H -0.82590 0.04883 1.64529 -1.0586 -1.0241 -0.9761
H -2.41500 -0.37814 0.50564 1.1094 0.2449 0.8909
H -1.56063 1.68548 -0.78183 -1.1930 0.1693 -0.9203
H -0.20097 1.78668 0.28074 0.4130 -0.4195 0.0479
```
Positions in Å, forces in eV/Å.

Summary:
* structure (SMILES): N=C=C1CC1.C#N



(4)
Density functional theory data (ωB97M-V/def2-TZVPD) for an isolated molecule of C5H6N2O.

XYZ file:
```
14
Properties=species:S:1:pos:R:3:forces:R:3
C 2.10336 0.05955 -0.01287 -0.0978 -1.0760 -3.8452
C 0.55863 0.25548 0.17498 4.3291 -0.5005 0.3685
C -0.33272 1.12889 -0.18314 -3.7388 3.5153 -1.2851
C -1.76758 0.98239 0.27538 0.6942 1.6871 1.4788
C -0.69782 -1.55590 -0.07575 -1.7792 2.9161 1.0178
H 2.04872 -1.15111 -0.51784 0.7832 3.6614 1.6753
H 2.66541 0.74976 -0.92962 -1.6886 -1.7856 3.1237
H 2.60334 0.05731 1.00190 -0.3887 -0.0172 -1.4677
H -0.36602 2.10238 -0.79803 1.5044 -1.7050 0.9877
H -2.29303 1.81639 0.71882 0.4428 0.8053 0.0135
H -0.49291 -2.53227 -0.42759 1.1850 -0.6440 -0.3639
N -2.47291 -0.05447 0.36501 1.9766 -1.2454 -2.5527
N -1.77985 -0.99796 -0.47392 -0.2261 -3.4514 2.0510
O 0.22340 -0.86043 0.88269 -2.9961 -2.1601 -1.2017
```
Positions in Å, forces in eV/Å.

Summary:
* structure (SMILES): CC1=CC=NN=CO1



Asked for E_LUMO across the records above, the calculation gives -0.659, 0.437, 0.994, 0.673 eV in order.
Asked for E across the records above, the calculation gives -8261.172, -8260.304, -8258.392, -10304.599 eV in order.
Asked for frontier orbital gap across the records above, the calculation gives 0.342, 0.348, 0.346, 0.384 hartree in order.